# 1
This record from the Open Molecules 2025 dataset describes a 6-piece molecular cluster, C47H102IN2O3 overall in a non-equilibrium geometry. The level of theory is the ωB97M-V functional and the def2-TZVPD basis.

Properties
Kohn-Sham gap (eV): 8.51
Total charge: +1
Energy (hartree): -2484.67582
HOMO (eV): -11.237
E_LUMO (eV): -2.7
M (g mol⁻¹): 870.2

Each line ends with the Löwdin charge.
Geometry (Å):
C (3.561, -2.171, 1.460)  0.045
C (3.194, -2.398, 0.019)  -0.535
O (3.662, -3.298, -0.561)  0.141
O (2.340, -1.529, -0.598)  0.008
C (1.164, -2.171, -1.102)  -0.161
C (-0.011, -1.771, -0.207)  -0.133
C (-1.302, -2.585, -0.414)  -0.089
N (-1.084, -4.037, -0.738)  -0.039
C (-2.427, -4.662, -1.048)  -0.071
C (-3.068, -5.361, 0.149)  -0.136
C (-2.631, -4.827, 1.529)  -0.222
C (-1.099, -4.900, 1.640)  -0.631
I (-0.333, -3.544, 3.145)  0.982
C (-0.338, -4.792, 0.292)  -0.316
C (0.053, -6.201, -0.158)  -0.123
C (0.734, -6.246, -1.544)  -0.186
C (1.889, -7.239, -1.639)  -0.153
C (3.000, -6.939, -0.608)  -0.219
N (4.306, -7.306, -1.180)  -0.105
C (4.881, -6.190, -1.973)  -0.045
C (5.232, -7.562, -0.081)  -0.519
C (5.179, -6.671, 1.150)  0.005
O (6.019, -8.412, -0.176)  0.161
H (3.682, -1.113, 1.681)  0.084
H (2.831, -2.615, 2.136)  0.062
H (4.511, -2.661, 1.630)  0.090
H (1.044, -1.781, -2.112)  0.143
H (1.314, -3.246, -1.203)  0.088
H (-0.258, -0.741, -0.463)  0.123
H (0.270, -1.733, 0.840)  0.050
H (-1.934, -2.452, 0.457)  0.117
H (-1.846, -2.148, -1.248)  0.140
H (-0.585, -4.047, -1.630)  0.162
H (-3.089, -3.954, -1.533)  0.136
H (-2.217, -5.433, -1.788)  0.132
H (-4.148, -5.272, 0.078)  0.127
H (-2.868, -6.428, 0.147)  0.113
H (-3.013, -3.816, 1.658)  0.094
H (-3.115, -5.413, 2.302)  0.108
H (-0.869, -5.878, 2.040)  0.078
H (0.599, -4.293, 0.507)  0.111
H (-0.794, -6.885, -0.154)  0.121
H (0.741, -6.572, 0.598)  0.122
H (1.038, -5.259, -1.909)  0.101
H (-0.024, -6.583, -2.258)  0.113
H (1.546, -8.265, -1.562)  0.122
H (2.339, -7.092, -2.619)  0.115
H (2.974, -5.860, -0.388)  0.103
H (2.786, -7.527, 0.278)  0.117
H (5.779, -5.805, -1.484)  0.095
H (4.191, -5.353, -2.066)  0.071
H (5.207, -6.549, -2.943)  0.087
H (4.323, -6.958, 1.759)  0.078
H (5.027, -5.625, 0.880)  0.072
H (6.073, -6.779, 1.750)  0.089
C (-0.768, 0.436, 2.770)  -0.122
C (-1.661, 1.650, 2.543)  -0.254
C (-1.576, 2.185, 1.115)  -0.221
C (-0.189, 2.675, 0.695)  -0.224
C (0.403, 3.775, 1.572)  -0.264
C (-0.418, 5.061, 1.567)  -0.092
H (0.286, 0.680, 2.617)  0.071
H (-0.877, 0.068, 3.792)  0.069
H (-1.034, -0.376, 2.089)  0.027
H (-1.408, 2.430, 3.264)  0.105
H (-2.698, 1.372, 2.749)  0.108
H (-2.304, 2.991, 0.995)  0.106
H (-1.888, 1.396, 0.418)  0.100
H (-0.248, 3.037, -0.337)  0.089
H (0.507, 1.829, 0.676)  0.091
H (1.409, 4.000, 1.206)  0.092
H (0.525, 3.420, 2.600)  0.100
H (-0.508, 5.460, 0.554)  0.069
H (0.063, 5.821, 2.184)  0.075
H (-1.422, 4.903, 1.964)  0.069
C (1.022, 4.847, -2.862)  -0.101
C (-0.486, 4.647, -2.981)  -0.264
C (-0.870, 3.257, -3.485)  -0.231
C (-0.372, 2.916, -4.892)  -0.228
C (-0.826, 3.877, -5.990)  -0.265
C (-2.340, 3.918, -6.170)  -0.105
H (1.519, 4.753, -3.828)  0.068
H (1.241, 5.843, -2.474)  0.073
H (1.457, 4.114, -2.178)  0.068
H (-0.909, 5.419, -3.628)  0.079
H (-0.937, 4.796, -1.995)  0.091
H (-1.959, 3.157, -3.450)  0.102
H (-0.478, 2.506, -2.788)  0.094
H (-0.712, 1.905, -5.143)  0.106
H (0.721, 2.872, -4.891)  0.101
H (-0.370, 3.563, -6.932)  0.108
H (-0.453, 4.886, -5.792)  0.089
H (-2.728, 2.928, -6.419)  0.074
H (-2.606, 4.597, -6.982)  0.063
H (-2.846, 4.269, -5.269)  0.068
C (-2.217, 8.108, -5.022)  -0.100
C (-2.694, 7.975, -6.464)  -0.263
C (-1.548, 7.872, -7.470)  -0.229
C (-0.629, 9.094, -7.529)  -0.228
C (-1.330, 10.413, -7.851)  -0.270
C (-1.995, 10.425, -9.224)  -0.111
H (-1.632, 9.017, -4.872)  0.069
H (-3.068, 8.150, -4.340)  0.073
H (-1.600, 7.253, -4.737)  0.050
H (-3.349, 8.814, -6.713)  0.100
H (-3.309, 7.074, -6.547)  0.093
H (-1.966, 7.681, -8.463)  0.103
H (-0.940, 6.993, -7.228)  0.097
H (0.144, 8.909, -8.283)  0.110
H (-0.099, 9.198, -6.578)  0.101
H (-0.588, 11.215, -7.815)  0.105
H (-2.070, 10.649, -7.082)  0.098
H (-1.262, 10.241, -10.012)  0.075
H (-2.457, 11.394, -9.416)  0.070
H (-2.778, 9.668, -9.300)  0.064
C (4.397, 4.363, 6.316)  -0.110
C (4.650, 3.032, 5.616)  -0.273
C (5.721, 3.114, 4.528)  -0.229
C (5.388, 4.050, 3.365)  -0.224
C (4.088, 3.727, 2.630)  -0.273
C (4.096, 2.352, 1.966)  -0.109
H (4.032, 5.122, 5.622)  0.065
H (3.646, 4.246, 7.099)  0.070
H (5.312, 4.737, 6.781)  0.077
H (3.712, 2.652, 5.200)  0.094
H (4.971, 2.299, 6.362)  0.104
H (5.912, 2.107, 4.144)  0.098
H (6.661, 3.444, 4.980)  0.111
H (6.217, 4.023, 2.651)  0.111
H (5.340, 5.080, 3.727)  0.103
H (3.928, 4.486, 1.859)  0.105
H (3.235, 3.800, 3.311)  0.092
H (4.910, 2.274, 1.243)  0.079
H (3.157, 2.181, 1.433)  0.051
H (4.209, 1.551, 2.699)  0.059
C (-5.802, -7.934, 6.871)  -0.109
C (-5.779, -6.480, 7.332)  -0.266
C (-5.929, -5.479, 6.186)  -0.226
C (-4.812, -5.522, 5.143)  -0.240
C (-3.404, -5.295, 5.694)  -0.274
C (-3.217, -3.920, 6.328)  -0.112
H (-4.974, -8.158, 6.195)  0.063
H (-5.719, -8.606, 7.725)  0.072
H (-6.737, -8.162, 6.354)  0.076
H (-4.858, -6.286, 7.889)  0.099
H (-6.599, -6.323, 8.036)  0.107
H (-6.000, -4.471, 6.604)  0.103
H (-6.882, -5.660, 5.680)  0.111
H (-5.022, -4.763, 4.380)  0.103
H (-4.836, -6.485, 4.622)  0.098
H (-2.689, -5.399, 4.869)  0.067
H (-3.148, -6.072, 6.418)  0.103
H (-3.419, -3.129, 5.602)  0.070
H (-2.189, -3.802, 6.678)  0.068
H (-3.875, -3.776, 7.186)  0.070

# 2
This record from the Open Molecules 2025 dataset describes C24H28ClF9MnN2O3 as an isolated structure in a non-equilibrium geometry. The level of theory is the ωB97M-V functional and the def2-TZVPD basis.

Properties
<S²>: 6.0797
Kohn-Sham gap (alpha / beta) (eV): 4.30 / 3.06
Total charge: -1
Energy (hartree): -3776.62365
HOMO (alpha / beta) (eV): -1.541 / -0.303
E_LUMO (alpha / beta) (eV): 2.8 / 2.8
M (g mol⁻¹): 653.9
Multiplicity: 5

Each line ends with the Löwdin charge.
Geometry (Å):
Mn (0.074, 0.801, -0.946)  0.195
Cl (1.685, 2.408, -1.120)  -0.049
N (1.050, -1.091, -1.039)  0.094
N (-1.507, 1.407, 0.345)  0.090
C (1.320, -1.451, -2.282)  -0.354
C (-2.634, 1.769, -0.235)  -0.343
C (1.414, -2.234, -0.172)  -0.550
C (2.440, -2.944, -1.050)  -0.068
C (0.225, -3.151, 0.031)  -0.021
C (1.987, -1.800, 1.155)  -0.036
H (-0.201, -3.462, -0.932)  0.090
H (-0.553, -2.665, 0.627)  0.081
H (0.570, -4.045, 0.560)  0.084
H (2.797, -1.087, 1.006)  0.059
H (2.387, -2.687, 1.667)  0.095
H (1.219, -1.350, 1.794)  0.069
C (-1.697, 1.509, 1.817)  -0.548
C (-3.183, 1.822, 1.944)  -0.075
C (-0.862, 2.647, 2.365)  -0.028
C (-1.364, 0.217, 2.524)  -0.028
H (-1.859, -0.621, 2.021)  0.089
H (-1.742, 0.275, 3.553)  0.088
H (-0.282, 0.056, 2.565)  0.055
H (-1.044, 3.564, 1.786)  0.102
H (0.202, 2.389, 2.313)  0.051
H (-1.132, 2.829, 3.416)  0.091
O (-3.655, 1.991, 0.575)  0.013
H (-3.403, 2.750, 2.483)  0.124
H (-3.762, 1.004, 2.387)  0.123
O (2.083, -2.519, -2.405)  0.019
H (2.388, -4.042, -1.028)  0.128
H (3.467, -2.614, -0.847)  0.131
C (0.735, -0.816, -3.487)  -0.061
C (-2.873, 1.891, -1.693)  -0.063
C (-2.529, 0.568, -2.281)  -0.231
H (-2.194, 2.674, -2.072)  0.134
H (-3.910, 2.182, -1.870)  0.113
C (-1.190, 0.237, -2.365)  -0.153
C (-0.734, -0.762, -3.205)  -0.230
H (2.026, 1.700, 0.894)  -0.027
C (-1.659, -1.734, -3.630)  -0.246
C (-3.019, -1.533, -3.363)  -0.035
C (-1.167, -2.976, -4.292)  -0.066
C (-3.469, -0.395, -2.690)  -0.244
H (-3.741, -2.273, -3.702)  0.095
C (-4.916, -0.192, -2.369)  -0.069
H (-5.488, -1.098, -2.599)  0.066
H (-5.332, 0.635, -2.963)  0.077
H (-5.069, 0.049, -1.305)  0.077
H (-0.613, -2.730, -5.208)  0.075
H (-2.004, -3.625, -4.552)  0.065
H (-0.487, -3.548, -3.640)  0.074
H (0.982, -1.400, -4.375)  0.113
H (1.161, 0.197, -3.559)  0.122
F (4.480, 0.409, 0.917)  0.136
C (4.445, 1.532, 1.699)  -0.490
F (5.533, 1.525, 2.508)  0.152
F (4.521, 2.595, 0.862)  0.152
C (3.146, 1.560, 2.548)  -0.206
O (1.997, 1.233, 1.775)  -0.023
C (3.278, 0.547, 3.709)  -0.486
F (3.978, 1.050, 4.758)  0.154
F (2.040, 0.202, 4.146)  0.153
F (3.894, -0.601, 3.309)  0.146
C (2.991, 2.977, 3.162)  -0.492
F (4.145, 3.429, 3.708)  0.153
F (2.584, 3.865, 2.217)  0.153
F (2.029, 2.948, 4.130)  0.145